[1]
Formula: C4H7NS
Source: OMol25
Level of theory: ωB97M-V/def2-TZVPD

The value obtained for the highest occupied orbital energy is -8.44 eV. As for the charge: 0. The value obtained for the calculated total energy is -609.42914 Eh. The value obtained for the HOMO-LUMO gap is 0.3133 Ha. As for the energy above the lowest of the compared OMol25 structures with the same formula, charge and spin: 3.5198 eV.

Each line ends with the Löwdin charge.
Geometry (Å):
C  2.079  -1.059  0.565  -0.37
C  -0.514  0.424  -0.034  -0.49
C  -0.764  -0.959  -0.542  -0.08
C  -1.435  1.130  0.619  0.04
N  0.718  0.980  -0.374  -0.31
S  2.261  0.217  -0.387  0.89
H  2.979  -1.671  0.571  -0.06
H  -0.240  -1.691  0.078  0.05
H  -1.831  -1.167  -0.514  0.08
H  -0.402  -1.055  -1.569  0.08
H  -2.424  0.755  0.780  0.05
H  -1.236  2.133  0.960  0.05
H  0.809  1.962  -0.153  0.07

---

[2]
Formula: C4H6N2
Source: OMol25
Level of theory: ωB97M-V/def2-TZVPD

The value obtained for the highest occupied orbital energy is -8.51 eV. As for the charge: 0. The value obtained for the calculated total energy is -265.48275 Eh. The value obtained for the HOMO-LUMO gap is 0.3473 Ha. As for the energy above the lowest of the compared OMol25 structures with the same formula, charge and spin: 1.4373 eV.

Each line ends with the Löwdin charge.
Geometry (Å):
H  -1.864  -0.639  -1.919  0.04
N  -0.910  -0.277  -2.046  0.10
C  -0.379  -0.030  -0.894  -0.46
C  -0.843  -0.238  0.566  -0.13
C  0.411  0.002  1.396  -0.10
C  1.343  0.374  0.540  -0.18
N  0.875  0.561  -0.777  0.02
H  -1.666  0.557  0.659  0.14
H  -1.422  -1.212  0.703  0.13
H  0.458  -0.014  2.485  0.10
H  2.345  0.720  0.870  0.12
H  1.651  0.199  -1.583  0.23

---

[3]
Formula: C2H8NO2
Source: OMol25
Level of theory: ωB97M-V/def2-TZVPD

As for the expectation value of S²: 0.759. The value obtained for the highest occupied orbital energy (alpha / beta) is -19.06 / -19.05 eV. As for the multiplicity: 2. As for the charge: +2. The value obtained for the calculated total energy is -285.38149 Eh. The value obtained for the HOMO-LUMO gap (alpha / beta) is 0.2663 / 0.1292 Ha. As for the energy above the lowest of the compared OMol25 structures with the same formula, charge and spin: 1.7558 eV.

Each line ends with the Löwdin charge.
Geometry (Å):
O  1.067  1.867  -0.432  0.40
C  1.575  1.239  0.477  0.10
C  0.766  -0.009  1.005  0.02
N  -0.559  -0.001  0.370  0.21
H  2.382  1.471  1.242  0.25
H  0.671  0.083  2.109  0.19
H  1.363  -0.849  0.792  0.16
H  -1.465  -0.391  0.873  0.27
H  -0.559  -0.620  -0.420  0.13
H  -0.738  0.851  -0.198  0.18
H  -2.920  -2.323  -1.648  0.15
H  -1.341  -2.768  -1.578  0.05
O  -2.007  -2.220  -1.149  -0.10

---

Here are the calculated strongest force on any atom numbers, same order: 1.41; 5.30; 3.23 (eV/Å).